Version 1
C4H6N2O | ωB97M-V with the def2-TZVPD basis set

Last column: Löwdin charge in e.
Cartesian coordinates (Å):
C  -2.17469  -0.04074  -0.11964  -0.063
O  -1.06035  -0.91904  -0.03467  -0.059
C  0.12235  -0.28082  -0.01436  -0.361
C  0.54794  0.91947  -0.50572  -0.112
N  1.90422  1.04894  -0.30139  0.046
C  2.27537  -0.04295  0.30587  -0.215
N  1.22089  -0.89332  0.52331  0.128
H  -1.90457  0.93802  -0.50616  0.066
H  -2.53254  0.22071  0.88952  0.102
H  -2.87491  -0.53999  -0.80160  0.102
H  -0.03733  1.66730  -1.02172  0.099
H  3.28952  -0.30232  0.57487  0.112
H  1.22410  -1.77526  1.01169  0.158

Summary:
SMILES: COc1cnc[nH]1
lowest unoccupied orbital energy: 0.88 eV
HOMO level: -8.19 eV

Version 2
C4H6N2O | ωB97M-V with the def2-TZVPD basis set

Last column: Löwdin charge in e.
Cartesian coordinates (Å):
C  1.12540  -0.44780  1.04776  -0.019
C  0.81439  0.49907  -0.08829  -0.455
O  1.43939  1.49082  -0.35170  0.102
C  -0.10586  -0.17052  -1.23011  -0.155
N  -1.34345  -0.33345  -0.54321  -0.005
C  -1.52719  0.64814  0.55160  -0.262
N  -2.07085  1.25392  1.36681  0.165
H  1.29693  0.13779  1.94843  0.092
H  0.31691  -1.15192  1.21450  0.077
H  2.03765  -0.98737  0.79326  0.097
H  0.31534  -1.13804  -1.50890  0.119
H  -0.13286  0.53857  -2.06382  0.120
H  -2.16580  -0.33921  -1.13634  0.125

Summary:
SMILES: CC(=O)CNC#N
lowest unoccupied orbital energy: -0.04 eV
HOMO level: -10.04 eV

Question: of the structures shown, which is the least stable? Reply: version 2.